Record 1
The following is a DFT calculation (ωB97M-V/def2-TZVPD) of 2 unconnected molecules or ions with the total composition C3Cl3F2N.

Results
Lowest unoccupied orbital energy (spin up / spin down) ... -0.76 / -1.66 eV
E_HOMO (spin up / spin down) ... -8.9 / -9.3 eV
HOMO-LUMO gap (spin up / spin down) ... 8.1 / 7.6 eV
Net charge ... 0
2S+1 ... 1

Each line ends with the Mulliken charge.
Geometry (Å):
1 C -0.5193 -0.4783 0.9482  0.273
2 C -1.2422 -0.9638 -0.0914  0.401
3 C 1.7420 -0.5142 -0.4611  0.434
4 N 0.0345 -0.1210 1.8830  -0.447
5 F 1.6454 0.2686 -1.5885  -0.180
6 F 2.3991 -1.6709 -0.4496  -0.191
7 Cl -1.8156 0.1225 -1.2591  -0.107
8 Cl -1.8707 -2.5366 -0.2474  -0.119
9 Cl 2.1535 0.2882 0.9395  -0.064



Record 2
The following is a DFT calculation (ωB97M-V/def2-TZVPD) of a molecular structure, C3Cl3O.

Results
Lowest unoccupied orbital energy (spin up / spin down) ... -8.78 / -7.67 eV
E_HOMO (spin up / spin down) ... -15.3 / -15.4 eV
HOMO-LUMO gap (spin up / spin down) ... 6.6 / 7.8 eV
Net charge ... +1
2S+1 ... 1

Each line ends with the Mulliken charge.
Geometry (Å):
1 C -0.5462 0.3728 -0.7055  0.158
2 C 0.8786 0.3435 -0.2817  0.369
3 C -0.6313 -0.9370 -0.3420  0.404
4 O 0.8741 -0.9141 -0.2056  -0.043
5 Cl -1.5143 1.6272 -1.1539  -0.017
6 Cl 2.3227 1.5636 2.0593  0.057
7 Cl -1.3835 -2.0560 0.6295  0.073



Record 3
The following is a DFT calculation (ωB97M-V/def2-TZVPD) of C3ClF3 in the gas phase.

Results
Lowest unoccupied orbital energy ... -0.42 eV
E_HOMO ... -10.6 eV
HOMO-LUMO gap ... 10.1 eV
Net charge ... 0
2S+1 ... 1

Each line ends with the Mulliken charge.
Geometry (Å):
1 C -0.4748 -0.5442 -0.2239  0.315
2 C 0.1678 0.7802 -0.4291  0.417
3 C 0.4970 0.2086 0.7125  0.160
4 F 0.6846 -1.5886 -0.7551  -0.369
5 F 0.7473 1.7315 -0.9362  -0.214
6 F 0.5745 0.4157 2.0431  -0.200
7 Cl -2.1964 -1.0032 -0.4114  -0.110



Record 4
The following is a DFT calculation (ωB97M-V/def2-TZVPD) of a molecular structure, C3ClN3OS2.

Results
Lowest unoccupied orbital energy (spin up / spin down) ... 5.40 / 4.83 eV
E_HOMO (spin up / spin down) ... -0.6 / -0.6 eV
HOMO-LUMO gap (spin up / spin down) ... 6.0 / 5.4 eV
Net charge ... -2
2S+1 ... 1

Each line ends with the Mulliken charge.
Geometry (Å):
1 C -0.0299 -0.1628 -0.0438  0.193
2 C 1.3599 0.2077 -0.1844  0.289
3 C -0.6380 -1.4599 0.2904  0.102
4 N 1.3819 1.5375 -0.4044  -0.353
5 N 0.1692 2.0490 -0.3974  -0.508
6 N -0.5755 1.0045 -0.1212  0.281
7 O -0.3038 -2.1500 1.2514  -0.604
8 S 2.7777 -0.7196 -0.0078  -0.356
9 S -1.5529 -2.1198 -0.9772  -0.591
10 Cl -2.5885 1.8134 0.5945  -0.453



DFT total energy values (in eV) by entry order: -47598.30415, -42709.35839, -23779.85860, -43819.36230.
Relative energy (zero: lowest compared OMol25 entry of this formula, charge and spin) values (in kcal/mol) by entry order: 56.52, 116.55, 68.54, 35.40.